C30H53ClN5O13P3 | ωB97M-V with the def2-TZVPD basis set

- Total energy: -106422.766 eV
- Gap between HOMO and LUMO: 7.63 eV
- E_HOMO: -9.1 eV
- Structure (SMILES): COCCCc1c(CC=O)c(P(=N)(O)O)c(C[C@H](C)Cl)c2nc(OC#N)c(N)nc12.CCOP(=O)(OCC)OCC.CCOP(=O)(OCC)OCC

Structure (XYZ):
```
105
Properties=species:S:1:pos:R:3:forces:R:3:mulliken_charge:R:1
O 1.834 8.375 1.726 -0.9 -0.5 -0.5 -0.3739
H -5.583 1.246 -2.400 0.5 -0.1 0.2 0.3530
C -0.158 -6.194 4.614 0.1 -0.5 0.3 -0.2954
C 0.087 -1.653 -3.359 -0.4 1.4 0.8 0.0894
C 0.653 -6.400 0.372 -0.1 0.1 -0.3 -0.5752
H 1.788 11.735 1.888 0.0 0.0 0.0 0.3304
P -0.484 -4.945 2.303 7.1 3.0 -4.5 1.0142
H -5.004 -4.275 -1.522 0.7 0.3 -0.8 0.4381
H -1.093 2.709 -1.810 1.0 -0.8 0.6 0.3631
N 1.801 -4.522 -4.724 -1.4 1.8 -0.1 -0.5917
N -1.730 -3.227 -4.199 4.4 -0.1 0.1 -0.3743
H 5.587 -2.670 -2.526 0.0 0.8 0.9 0.2101
C 2.219 10.753 2.092 0.3 0.1 0.0 -1.1089
O 0.337 -5.139 3.775 -3.5 -0.8 0.0 -0.2855
H -1.803 -2.441 2.224 0.0 0.0 0.0 0.2312
H 2.259 7.001 6.018 0.0 0.1 -0.1 0.3277
H 3.289 10.795 1.866 -0.1 0.0 0.0 0.2927
C 1.550 9.686 1.239 0.0 0.3 0.2 -0.3797
H 1.929 9.750 0.216 0.1 -0.2 0.1 0.4091
C -3.906 -1.486 -3.488 -0.1 -0.3 -0.2 -1.6818
O -0.156 2.531 0.785 0.1 -0.9 -1.1 -0.5035
H 1.835 4.876 4.719 0.0 0.1 0.0 0.2381
H 0.473 9.846 1.176 0.0 0.0 0.1 0.3507
C 5.760 -1.968 -1.650 0.7 -0.8 -0.7 -0.6516
C 1.920 0.019 -2.464 0.1 -0.7 -0.4 -1.0437
P -3.447 1.435 -1.982 -0.5 2.2 -1.7 1.1365
C 0.410 -0.338 -2.677 -2.3 0.4 0.0 -0.0191
C -0.060 -7.560 3.956 0.1 0.0 -0.1 -1.0689
O 0.197 8.961 3.343 -3.2 -2.7 -0.4 -0.7763
H -4.529 -0.599 -3.790 0.9 -0.8 0.4 0.5484
H -3.262 1.543 0.229 0.0 0.4 -0.2 0.3287
O -4.957 0.787 -1.806 1.8 0.4 0.7 -0.4658
H -1.196 -5.978 4.884 0.1 0.0 0.2 0.2916
H -0.317 -6.899 0.357 0.0 0.2 0.0 0.3663
O 1.920 7.461 4.068 -0.7 -0.4 0.0 -0.3692
O 1.316 6.183 2.209 -3.6 0.5 0.7 -0.3289
P 0.831 7.677 2.848 8.2 3.4 0.2 1.1829
O 0.824 -5.671 1.588 -0.6 -0.7 0.7 -0.3587
C -1.316 -2.035 -3.600 -0.6 2.3 1.0 -0.2808
H -0.366 -8.345 4.650 0.0 0.1 0.0 0.4255
H -0.512 7.294 0.425 -0.1 0.0 0.0 0.3477
H 0.767 4.582 1.058 0.1 0.1 0.2 0.2015
C -0.277 1.950 -1.607 -1.0 -1.4 0.1 -1.3792
O -1.365 -4.912 1.071 -2.5 -1.3 3.1 -0.7453
N 1.172 -2.440 -3.746 -3.3 -1.7 -0.9 -0.3642
H 0.885 6.630 -0.414 0.0 0.0 0.0 0.2761
N -3.473 2.564 -3.098 0.5 -1.3 0.9 -0.8400
H 6.885 -1.877 -1.552 -1.3 0.1 0.0 0.2469
H 4.035 0.749 -0.969 0.0 -1.2 -0.2 0.3148
C 0.344 5.535 1.370 -0.1 -0.2 -0.6 -0.0898
H 0.345 -4.531 -0.720 -0.2 -0.2 0.1 0.2446
H 2.428 0.000 -3.479 -0.6 0.0 1.1 0.3279
H -1.578 -3.381 4.523 0.0 0.1 0.0 0.2268
C -0.845 -2.373 2.749 -0.1 0.2 0.2 -0.0458
O -3.069 2.156 -0.508 -0.8 -2.3 -1.4 -0.4837
H 2.140 10.551 3.162 -0.3 -0.1 -0.1 0.2961
Cl -6.433 -1.873 -2.364 0.9 -0.2 0.1 -0.2215
H -0.087 0.584 0.352 0.0 0.6 -1.0 0.2203
H -3.327 -4.009 -2.300 -1.2 0.1 0.0 0.0238
H -3.953 -2.201 -4.366 0.3 0.8 1.0 0.4491
O 5.187 -0.682 -1.921 -0.4 -0.6 1.0 -0.4074
H 0.776 5.043 6.134 0.0 0.1 0.0 0.4230
H -0.091 -2.474 4.773 0.0 0.0 -0.1 0.2652
C -4.431 -3.788 -2.354 -0.1 1.2 -0.1 -1.0063
H 0.610 7.527 5.666 0.0 0.0 0.0 0.2732
H -0.686 5.804 -0.510 0.0 0.0 0.1 0.3804
H 0.158 5.364 4.509 0.0 0.0 0.1 0.2122
C -2.032 -5.778 -4.560 1.3 1.3 -2.1 0.4653
H -0.553 5.324 1.959 0.0 -0.2 -0.1 0.2391
H 1.895 -5.292 -0.998 -0.1 -0.1 0.0 0.3089
O 0.038 -3.381 2.267 -0.6 -0.2 0.5 -0.3138
C -1.049 -2.463 4.252 0.0 0.0 0.1 -1.0951
C -0.682 0.570 -2.273 1.0 -1.4 -1.2 0.2352
H 2.097 1.046 -2.054 -0.5 -1.0 -0.4 0.1723
C 4.092 -0.383 -1.037 -0.5 0.5 0.2 -0.7670
H 1.404 -7.193 0.351 0.1 0.1 0.2 0.4292
C -2.151 0.205 -2.514 2.4 -2.8 0.1 0.7935
H 3.010 -1.917 -2.139 -0.6 1.0 0.6 -0.0091
H -2.788 2.290 -3.816 -0.5 0.4 0.3 0.2940
N -3.110 -6.055 -4.272 0.3 -0.5 0.3 -0.4374
H -1.638 -1.617 4.614 0.0 0.0 -0.1 0.4300
C 0.770 -3.600 -4.321 0.6 0.0 0.1 0.1934
C 1.444 6.922 5.296 0.0 -0.2 0.2 -0.3371
C -4.622 -2.213 -2.270 0.7 -0.6 -0.5 0.3953
O -0.911 -5.243 -5.146 -1.5 0.0 2.4 -0.4032
C -0.013 6.360 0.145 0.1 0.1 0.0 -1.0733
H 0.663 2.382 -2.035 -0.8 -0.6 0.5 0.6241
C -0.662 -3.976 -4.518 -0.6 1.4 0.4 0.4518
H -4.832 -4.108 -3.361 0.5 0.1 1.2 0.3336
H 0.960 -7.757 3.624 0.0 0.0 0.1 0.2469
C -0.148 1.647 -0.052 -0.1 1.4 0.5 0.2524
H 2.665 -3.968 -4.796 -0.4 -0.5 0.0 0.3220
H 2.125 -1.390 -0.665 0.3 0.6 -0.8 0.3804
H -0.706 -7.624 3.073 0.0 0.0 0.0 0.3089
H 1.550 -4.927 -5.628 0.3 -0.1 0.4 0.3001
H 0.433 -6.184 5.531 0.0 0.2 -0.1 0.3640
H 4.343 -0.736 0.005 -0.3 0.2 -1.0 0.3481
H 0.441 -5.981 -1.739 0.0 0.0 0.0 0.2822
C 1.031 5.466 5.160 -0.1 -0.1 0.0 -0.9432
H -0.396 -1.409 2.502 0.1 -0.1 -0.1 0.1703
C 2.707 -1.001 -1.547 1.1 -0.3 0.1 0.1809
C 0.833 -5.501 -0.839 0.3 0.2 -0.2 -0.8601
C -2.409 -1.074 -3.174 -0.2 0.8 0.4 0.5746
H 5.354 -2.473 -0.732 0.3 0.7 -0.7 0.3114
H -4.209 -1.783 -1.322 -0.8 -0.4 -0.7 0.2904
```
Positions in Å, forces in eV/Å.

C30H53FO12S6 | ωB97M-V with the def2-TZVPD basis set

- ΔE to the lowest compared entry with this formula, charge and spin: 355.5 kJ/mol
- Total energy: -124250.605 eV
- Gap between HOMO and LUMO: 9.48 eV
- E_HOMO: -9.6 eV
- Structure (SMILES): O=S1(=O)CCCC1.O=S1(=O)CCCC1.O=S1(=O)CCCC1.O=S1(=O)CCCC1.O=S1(=O)CCCC1.O=S1(=O)CCCC1.Fc1ccccc1

Structure (XYZ):
```
102
Properties=species:S:1:pos:R:3:forces:R:3:mulliken_charge:R:1
O -23.343 -17.263 -0.549 -0.1 -0.7 -0.6 -0.5170
H -19.541 -19.984 -4.619 1.7 -1.4 0.3 0.3617
C -19.392 -14.482 0.166 1.5 2.4 -1.4 -1.2741
C -20.274 -21.986 -1.122 -2.2 1.6 -0.7 -0.1487
H -21.085 -21.876 4.104 0.2 -2.7 2.7 0.5507
C -16.453 -19.596 -3.466 1.6 6.6 -1.5 -0.5336
C -16.047 -18.448 -1.356 4.9 -1.5 -1.5 -1.1479
H -21.070 -21.573 2.465 0.9 -0.1 0.0 0.0297
H -20.541 -23.839 -1.897 2.1 -3.8 -2.1 0.6514
H -23.636 -15.137 0.776 -0.8 -1.5 0.4 -0.1964
O -24.774 -18.401 1.127 -0.5 -1.1 0.6 -0.7929
H -25.573 -11.666 -2.811 0.7 -1.2 -1.5 0.3892
H -19.966 -13.558 0.327 1.0 0.0 1.4 0.5987
H -25.734 -14.173 -3.482 -4.4 -1.4 -2.5 0.8256
S -21.211 -17.001 -5.202 -4.1 0.6 -2.1 1.2075
O -20.880 -15.726 -4.669 1.1 1.6 0.1 -0.6310
C -22.452 -23.171 -1.189 8.0 14.3 2.4 -1.2292
H -16.421 -18.058 -0.508 -1.3 0.9 3.1 0.3213
H -18.172 -17.770 1.097 -0.7 1.5 -0.8 0.3544
O -16.137 -20.787 -0.109 0.3 -0.2 -1.2 -0.5583
S -24.563 -17.307 0.237 3.8 -0.8 0.2 1.2158
C -25.793 -15.131 0.559 0.4 -0.8 1.8 -0.3057
H -20.723 -15.111 -1.140 -3.6 2.3 -7.3 1.5888
C -18.954 -16.933 1.028 -2.8 -5.3 -1.1 0.8571
C -24.969 -13.835 -2.972 2.6 1.3 -3.0 -0.3125
H -26.431 -18.048 -0.895 0.0 -0.7 -0.2 0.5215
O -18.731 -15.086 2.733 1.2 -0.2 -2.4 -0.7166
H -22.156 -17.416 -2.952 0.4 0.8 -0.2 0.2417
H -21.039 -15.264 0.564 -1.8 -0.7 -0.5 -0.2763
C -21.115 -21.113 3.456 3.7 -1.3 -3.9 -0.3330
C -23.017 -22.081 -0.478 5.7 -0.4 -2.9 -1.0537
F -18.968 -21.888 -1.492 -0.7 -0.2 0.5 -0.1214
H -22.835 -20.603 2.676 -2.5 -0.7 -2.1 0.5469
H -23.081 -18.017 -4.336 2.2 -0.4 0.7 0.2478
H -21.543 -18.802 2.370 -0.2 0.8 -0.3 -0.3393
H -24.444 -15.810 2.271 -0.3 -0.8 -1.6 0.4629
H -26.306 -14.655 1.356 -0.7 0.2 0.9 0.4995
C -22.773 -12.789 -3.211 1.9 1.6 -5.5 -0.0473
H -20.903 -18.725 5.285 -0.4 -0.3 2.3 0.4637
C -20.407 -15.379 -0.306 1.4 -4.0 8.1 -1.4660
S -15.368 -20.177 -1.183 2.2 2.1 3.3 1.1454
C -19.900 -18.110 -5.442 4.8 1.1 2.3 -0.6564
C -20.342 -19.435 -4.968 -3.1 -0.3 -1.3 -0.8323
H -27.010 -15.588 -0.980 -2.3 2.0 -1.9 0.4609
H -25.835 -12.579 -1.730 -6.0 -0.3 8.0 0.7687
H -18.045 -18.857 -1.965 2.4 0.2 -1.5 -0.6484
C -23.897 -13.514 -3.982 -4.7 7.7 1.5 -1.3385
C -25.929 -17.102 -0.837 1.6 -2.9 0.5 -0.8049
H -25.468 -16.853 -1.762 0.0 0.5 -0.9 0.3910
H -21.604 -19.876 -3.210 -1.3 -1.1 -0.3 0.7169
C -26.696 -16.115 -0.172 -1.0 2.2 2.2 -0.8263
H -14.814 -20.955 -3.279 -1.9 0.4 0.8 0.3481
H -15.621 -18.974 -3.987 -1.5 -1.0 0.1 0.2703
C -19.874 -16.779 -0.307 -1.6 -2.6 1.0 0.8493
H -20.796 -17.542 -0.405 2.1 1.4 0.8 -0.4342
C -15.834 -20.631 -2.808 4.0 -5.9 0.5 -0.6660
O -17.078 -15.350 0.763 2.7 0.3 -0.2 -0.6749
H -18.787 -17.783 -4.871 -3.6 -0.5 -1.2 0.0241
S -23.573 -12.057 -1.911 0.1 4.5 0.4 1.2341
H -25.609 -14.342 -0.089 1.2 1.3 -1.2 -0.3121
H -24.701 -14.626 -2.432 1.4 -2.9 3.2 -0.0931
O -23.181 -12.733 -0.752 1.1 -1.9 3.2 -0.5564
H -22.710 -20.520 4.367 -2.0 -0.4 2.1 0.5041
H -23.856 -22.066 0.031 -4.6 -0.6 1.7 0.6373
O -23.479 -10.604 -1.920 -0.3 -1.2 -0.2 -0.7842
H -23.490 -14.233 -4.366 4.2 -8.3 -4.4 0.7603
H -22.796 -20.384 0.355 -3.6 5.9 4.6 1.6590
H -22.162 -12.052 -4.041 -1.8 -1.7 2.9 0.3205
C -22.261 -20.333 3.464 -2.6 2.6 1.8 -1.4608
H -20.870 -19.988 -5.880 0.7 1.0 2.3 0.2741
H -15.212 -17.765 -1.677 -0.3 -0.9 0.4 0.4378
S -18.366 -15.416 1.327 -2.1 3.6 3.4 1.1241
H -22.044 -13.507 -2.869 0.1 -0.2 0.2 -0.1063
C -21.921 -18.906 3.389 0.9 2.7 -0.6 0.7206
H -19.601 -18.135 -6.417 0.5 0.3 -2.8 0.6949
C -16.945 -18.597 -2.458 -5.2 -0.9 1.7 0.6212
C -21.044 -23.067 -1.557 -2.9 3.9 3.1 -0.7792
O -22.154 -17.044 -6.385 2.7 -0.2 2.5 -0.7235
O -13.887 -20.185 -1.071 -2.5 -0.1 -0.5 -0.7355
C -21.979 -17.910 -3.905 -4.9 1.6 -0.9 -0.1737
H -20.217 -17.754 4.029 0.5 0.8 -0.1 0.4472
H -27.511 -16.390 0.481 -0.2 -0.7 -0.2 0.3069
H -19.612 -17.338 1.842 0.3 1.0 -0.6 -0.9400
S -19.710 -20.109 3.719 2.1 1.5 1.3 1.1079
H -17.228 -19.786 -4.100 -1.7 -1.0 -2.1 0.1549
C -24.482 -15.822 1.132 -0.8 3.6 0.2 -0.0809
H -18.815 -14.240 -0.722 1.1 0.1 0.3 0.4577
H -17.013 -17.612 -2.761 -0.9 1.9 -1.7 0.6139
H -19.368 -16.968 -1.217 1.2 -0.1 -0.8 -0.1371
H -20.490 -18.895 -2.896 0.9 0.8 -0.2 -0.9790
H -16.436 -21.520 -2.725 -0.3 -0.5 0.2 0.3723
H -22.830 -23.949 -1.271 -6.6 -12.6 -1.7 0.7971
C -25.145 -12.595 -2.336 3.0 4.0 -4.2 -1.2919
C -21.173 -19.052 -3.729 1.9 -3.8 1.2 0.2624
C -20.745 -18.643 4.271 1.9 -1.9 -2.7 -1.2188
H -20.455 -20.070 -0.194 3.7 4.8 1.7 1.6686
C -22.250 -20.898 -0.204 2.5 -7.5 -4.7 -1.0821
O -18.930 -20.599 4.839 -0.4 -0.1 -0.4 -0.7855
C -20.926 -20.849 -0.504 -1.4 -5.3 -2.1 -1.0570
O -18.987 -19.829 2.484 -1.0 0.0 0.5 -0.4749
H -22.560 -18.050 3.648 -1.0 -1.0 -0.6 0.3252
H -24.527 -12.981 -4.872 2.2 -0.4 2.1 0.2418
```
Positions in Å, forces in eV/Å.

- What is the formula in the first record?
  C30H53ClN5O13P3

- Which of these has the lowest total energy?
  C30H53FO12S6